# 1
10
Properties=species:S:1:pos:R:3:forces:R:3:nbo_charge:R:1 method="wB97M-V/def2-TZVPD" de_lowest_kj_mol=3.3 homo_energy_ev=-9.53 gap_ev=10.138 total_energy_ha=-318.483454 smiles=N#Cc1ncc[nH]1 multiplicity=1
N -2.8060 1.6541 0.8005 1.01 -0.40 -0.20 -0.273
C -1.7654 1.1845 0.6105 -0.89 0.40 0.18 0.241
C -0.5198 0.5322 0.3425 -0.02 -0.10 0.01 0.198
N 0.5425 0.5280 1.1155 -0.22 -0.16 -0.18 -0.383
C 1.4237 -0.3087 0.4902 0.10 -0.21 -0.05 -0.091
C 0.8966 -0.7907 -0.6793 0.01 -0.05 0.10 -0.085
N -0.3554 -0.2495 -0.7660 -0.04 -0.02 0.08 -0.484
H 2.3609 -0.5961 0.9435 0.00 0.29 -0.11 0.218
H 1.3015 -1.4455 -1.4359 -0.11 0.04 0.13 0.228
H -1.0787 -0.5084 -1.4215 0.16 0.21 0.04 0.432

***

# 2
74
Properties=species:S:1:pos:R:3:forces:R:3:mulliken_spin:R:1 method="wB97M-V/def2-TZVPD" s_squared=6.178 de_lowest_kj_mol=0.0 homo_energy_ev="-2.25 / -4.63" gap_ev="5.119 / 7.474" total_charge=-1 total_energy_ha=-2999.046414 multiplicity=5
Cr 0.1042 0.5687 0.0393 0.33 -0.11 0.44 3.286
C -2.3328 2.6091 -0.9881 0.21 -0.08 -0.11 0.031
C -2.9289 2.3928 0.3969 -0.05 0.05 0.07 -0.007
C -3.7100 1.0876 0.4771 -0.02 -0.04 -0.04 0.020
C -1.8633 2.5212 1.4881 -0.01 0.06 -0.02 -0.015
C -2.4552 2.7171 2.8772 0.00 0.04 -0.04 -0.009
O -1.5099 2.1140 3.7419 0.17 -0.11 -0.03 0.024
C -0.7218 1.2667 2.9752 0.05 0.11 0.04 0.267
N -0.9811 1.3630 1.6705 -0.18 -0.23 0.06 0.067
C 0.2265 0.5272 3.7181 -0.09 0.02 0.03 0.190
C 0.2313 0.7332 5.1402 -0.04 0.05 0.07 0.063
C 1.1093 0.1183 5.9795 0.00 0.00 0.01 -0.035
C 2.0714 -0.7886 5.4794 -0.01 0.02 0.00 0.232
C 2.0761 -1.0344 4.1269 0.06 -0.05 -0.02 -0.145
C 1.2049 -0.4147 3.2224 0.04 -0.02 0.03 0.204
P 1.2460 -1.0076 1.5371 -0.14 0.04 -0.28 -0.087
C 3.0011 -1.2604 1.1169 0.01 0.04 -0.02 0.041
C 3.3700 -2.2557 0.2106 -0.02 0.10 0.08 0.005
C 4.6831 -2.3658 -0.2153 0.09 0.02 -0.01 -0.004
C 5.6416 -1.4763 0.2485 0.03 0.03 0.01 0.003
C 5.2816 -0.4752 1.1391 0.06 -0.02 -0.01 0.001
C 3.9706 -0.3654 1.5711 -0.10 -0.07 -0.04 0.008
C 0.5832 -2.7141 1.6422 -0.06 -0.01 0.08 -0.014
C 1.3478 -3.8029 2.0681 -0.07 0.10 -0.05 0.004
C 0.7669 -5.0501 2.2210 -0.02 -0.03 0.00 0.000
C -0.5870 -5.2236 1.9609 -0.06 -0.01 0.00 0.005
C -1.3570 -4.1453 1.5513 0.00 -0.06 0.02 -0.001
C -0.7771 -2.8955 1.3926 0.18 0.00 0.07 0.007
H -3.0694 2.4052 -1.7668 -0.01 0.03 -0.02 0.001
H -1.4742 1.9510 -1.1796 -0.21 0.04 -0.02 -0.005
H -1.9649 3.6300 -1.1085 -0.02 0.01 0.01 0.001
H -3.6250 3.2261 0.5740 0.00 -0.04 0.02 -0.001
H -3.0909 0.2298 0.2257 0.06 -0.05 0.01 0.002
H -4.5406 1.1001 -0.2310 -0.02 0.02 -0.01 0.000
H -4.1258 0.9126 1.4703 0.00 0.01 0.01 -0.001
H -1.2411 3.3972 1.2398 0.00 -0.01 0.00 0.030
H -3.4225 2.2163 2.9922 0.02 0.01 -0.03 0.003
H -2.5566 3.7662 3.1590 -0.03 -0.01 -0.03 -0.007
H -0.4926 1.4169 5.5560 -0.01 0.01 -0.01 0.035
H 1.0612 0.3307 7.0412 0.00 0.00 0.01 0.000
H 2.7768 -1.2824 6.1335 0.01 -0.01 0.02 0.019
H 2.7997 -1.7410 3.7357 0.01 -0.02 -0.02 0.016
H 2.6279 -2.9480 -0.1668 -0.03 0.02 -0.01 -0.001
H 4.9537 -3.1418 -0.9207 0.01 0.00 -0.01 0.000
H 6.6646 -1.5486 -0.0994 0.01 -0.01 0.00 0.001
H 6.0169 0.2412 1.4828 0.01 -0.02 -0.01 -0.001
H 3.6929 0.4222 2.2611 -0.03 -0.01 -0.01 -0.001
H 2.4040 -3.6793 2.2686 0.02 0.01 0.02 -0.001
H 1.3724 -5.8883 2.5443 -0.01 -0.01 0.00 -0.001
H -1.0404 -6.2005 2.0792 0.00 0.00 0.00 0.001
H -2.4121 -4.2652 1.3421 0.00 -0.02 -0.02 0.000
H -1.3883 -2.0674 1.0653 -0.03 0.07 -0.08 0.031
O -2.9001 -1.8875 -0.9828 0.01 0.09 -0.04 0.016
C -1.9028 -1.4507 -1.5429 -0.07 -0.37 -0.08 0.018
O -0.9507 -0.7811 -1.0250 0.20 0.55 0.17 -0.038
H -1.7400 -1.6756 -2.6224 -0.10 0.04 0.08 0.001
C 2.6550 -0.1206 -2.5048 -0.12 0.03 0.02 0.050
C 3.4359 0.8930 -1.7251 0.06 0.14 0.08 -0.010
C 4.7768 1.1279 -1.9924 -0.06 0.00 0.00 0.014
C 5.4976 2.0808 -1.2870 0.15 0.01 -0.03 -0.033
C 4.8728 2.8108 -0.2854 0.03 -0.05 0.03 0.014
C 3.5385 2.6035 0.0234 0.02 -0.14 -0.09 -0.039
C 2.8650 3.3698 1.1218 -0.10 0.02 0.01 -0.001
C 2.8008 1.6437 -0.7085 -0.09 0.15 0.17 0.059
N 1.4659 1.4793 -0.4597 -0.12 -0.32 -0.46 -0.319
H 3.2660 -0.5558 -3.2965 0.02 -0.01 -0.01 0.003
H 1.7627 0.3326 -2.9445 0.02 0.00 -0.01 0.005
H 2.2914 -0.9264 -1.8639 0.00 0.01 0.00 -0.004
H 5.2608 0.5463 -2.7701 0.03 0.01 0.00 -0.001
H 6.5446 2.2481 -1.5111 0.00 0.00 -0.01 -0.002
H 5.4345 3.5458 0.2823 0.02 0.01 -0.01 0.000
H 3.5966 3.8716 1.7563 0.02 0.02 -0.01 -0.001
H 2.2511 2.7099 1.7373 0.00 -0.02 0.04 0.007
H 2.1847 4.1249 0.7172 -0.02 -0.02 -0.01 -0.002

***

# 3
7
Properties=species:S:1:pos:R:3:forces:R:3:nbo_charge:R:1 method="wB97M-V/def2-TZVPD" de_lowest_kj_mol=16.5 homo_energy_ev=-11.15 gap_ev=10.933 total_energy_ha=-3178.606687 smiles="NS(=O)(=O)Br" multiplicity=1
N -0.3563 0.1564 0.2698 -2.56 -1.56 1.10 -0.996
S -1.8037 -0.8939 -0.0671 3.52 0.96 1.17 2.103
O -1.8176 -1.7583 1.0554 -0.51 -0.50 0.56 -0.912
O -1.7938 -1.4127 -1.3800 -0.11 0.18 -0.87 -0.883
Br -3.3512 0.5350 0.1776 -0.75 0.63 -0.08 -0.074
H 0.0857 -0.3705 1.0336 -0.42 0.32 0.03 0.386
H 0.2939 0.0673 -0.4568 0.83 -0.02 -1.91 0.377